Entry 1:
Below is one molecule with the formula C20H23ClN6, with properties calculated with ωB97M-V/def2-TZVPD.

Geometry as XYZ:
```
50
Properties=species:S:1:pos:R:3:forces:R:3:lowdin_charge:R:1
C -4.2250 1.5733 1.0212 0.01 -0.03 -0.03 -0.11
N -4.8916 0.4707 0.3563 0.01 0.00 0.09 -0.29
C -6.3078 0.7433 0.2184 0.07 -0.04 -0.08 -0.10
C -4.6323 -0.7864 1.0400 -0.05 -0.18 -0.09 -0.22
C -4.9753 -2.0060 0.1835 0.18 0.30 -0.13 -0.16
C -4.2239 -1.9993 -1.1546 -0.34 -0.08 0.13 -0.20
N -2.8093 -2.2124 -1.0026 -0.06 -0.35 0.08 0.04
C -1.8520 -1.2644 -0.8467 0.38 0.14 -0.07 -0.34
C -2.0197 0.0931 -1.1765 -0.05 -0.06 0.00 -0.02
C -0.9483 0.9369 -1.0334 0.24 -0.26 0.09 -0.01
C 0.2853 0.4438 -0.5804 -0.43 -0.25 -0.05 -0.16
C 1.4212 1.3439 -0.4288 0.61 0.26 0.09 -0.23
C 2.7350 0.8902 -0.3459 -0.10 0.14 0.02 0.04
C 3.7316 1.8549 -0.1881 -0.39 0.10 -0.10 -0.30
N 5.0695 1.5859 -0.1002 0.20 0.50 -0.09 0.11
C 5.7202 0.3944 0.1721 0.24 -0.56 0.10 -0.24
C 5.1470 -0.6233 0.9354 -0.06 0.16 -0.03 -0.03
C 5.8525 -1.7854 1.1829 0.09 0.01 -0.07 -0.07
C 7.1378 -1.9591 0.6991 0.07 -0.02 -0.02 -0.12
C 7.7154 -0.9318 -0.0301 -0.23 0.01 0.15 -0.68
Cl 9.3301 -1.1087 -0.6229 0.16 -0.02 -0.07 0.67
C 7.0262 0.2354 -0.2962 -0.11 -0.01 0.02 -0.05
N 3.4375 3.1616 -0.1802 0.44 -0.03 0.08 0.12
C 2.1621 3.4789 -0.2846 0.16 0.15 -0.02 -0.21
N 1.1437 2.6578 -0.3878 -0.54 -0.20 -0.03 0.11
C 0.3361 -0.9125 -0.2673 0.08 0.41 -0.06 -0.09
N -0.6843 -1.7353 -0.3882 -0.23 -0.34 0.02 0.12
H -4.5947 1.7366 2.0454 -0.01 0.01 0.03 0.09
H -3.1546 1.3785 1.0625 0.04 0.04 0.04 0.07
H -4.3873 2.4838 0.4462 0.02 0.10 0.03 0.09
H -6.4355 1.6898 -0.3048 -0.08 0.02 -0.02 0.08
H -6.7809 -0.0378 -0.3727 -0.12 0.00 -0.02 0.07
H -6.8220 0.8098 1.1906 -0.02 0.00 0.03 0.09
H -5.1855 -0.8493 1.9950 0.09 0.05 -0.01 0.12
H -3.5645 -0.8179 1.2722 -0.03 0.01 0.07 0.11
H -4.7120 -2.9055 0.7446 -0.07 -0.05 -0.01 0.11
H -6.0463 -2.0429 -0.0161 -0.08 -0.08 0.03 0.10
H -4.3929 -1.0439 -1.6490 -0.03 -0.09 -0.09 0.11
H -4.6170 -2.7979 -1.7925 0.00 0.16 -0.01 0.12
H -2.5305 -3.1158 -0.6455 0.07 0.11 -0.04 0.14
H -2.9712 0.4655 -1.5153 -0.11 0.03 -0.02 0.10
H -1.0282 1.9874 -1.2669 -0.04 0.07 -0.02 0.11
H 2.9780 -0.1520 -0.4553 0.01 -0.09 0.00 0.10
H 5.6498 2.4011 -0.2463 -0.14 -0.07 0.07 0.15
H 4.1667 -0.4896 1.3632 -0.09 0.01 0.02 0.11
H 5.3982 -2.5660 1.7740 -0.04 -0.06 0.06 0.11
H 7.6875 -2.8654 0.8932 0.08 -0.07 0.00 0.10
H 7.4941 1.0232 -0.8666 0.05 0.05 -0.10 0.11
H 1.9329 4.5379 -0.2800 -0.01 0.07 0.00 0.11
H 1.2341 -1.3689 0.1299 0.15 0.07 0.02 0.11
```
Positions in Å, forces in eV/Å.

Properties
HOMO-LUMO gap: 8.40 eV
LUMO: 0.53 eV
Relative energy (zero: lowest compared OMol25 entry of this formula, charge and spin): 0.0 kJ/mol

Entry 2:
Below is a 3-piece molecular cluster, C15H39FNO11P4 overall, with properties calculated with ωB97M-V/def2-TZVPD.

Geometry as XYZ:
```
71
Properties=species:S:1:pos:R:3:forces:R:3:lowdin_charge:R:1
C -1.0197 -0.5652 3.3120 0.09 0.40 -0.40 -0.02
C -1.3001 -1.0678 1.9160 -0.32 0.05 0.39 -0.47
N -2.4530 -1.0527 1.3827 0.26 0.11 -0.40 0.16
C -0.1715 -1.6431 1.1090 0.01 -0.10 0.28 -0.27
P 0.2461 -0.6466 -0.3451 -0.75 -0.50 0.13 0.93
C -0.3780 1.0524 -0.3178 0.58 0.47 0.40 -0.28
C -0.2608 1.8334 1.0218 -0.71 0.15 -0.53 -0.20
C 0.3707 3.1997 0.8158 0.25 -0.06 0.73 -0.27
O -0.4361 4.0886 0.0755 -0.01 0.05 -0.08 -0.05
C 2.0165 -0.7874 -0.6813 0.09 0.02 0.12 -0.24
C 2.9539 0.2552 -0.0705 0.43 -0.40 0.04 -0.40
C 2.8729 0.4296 1.4391 -0.59 0.58 -0.01 -0.01
F 4.2320 -0.2177 -0.3679 0.04 0.02 -0.18 -0.02
P -0.7568 -1.6518 -2.1190 1.00 0.16 -1.88 0.75
O -2.1593 -0.8612 -2.2030 -0.13 -0.31 0.88 -0.30
O -0.9967 -3.1632 -1.6183 -0.58 0.45 0.45 -0.29
H 0.0202 -0.2659 3.4270 0.12 -0.25 0.12 0.07
H -1.2746 -1.3143 4.0574 0.05 -0.08 0.04 0.10
H -1.6069 0.3371 3.4752 -0.21 -0.09 0.21 0.09
H -3.1406 -0.6493 2.0164 -0.11 -0.02 -0.04 0.07
H -0.5183 -2.5986 0.7107 0.16 -0.09 -0.06 0.07
H 0.7069 -1.9031 1.6928 0.06 0.11 0.09 0.08
H -1.4050 1.0644 -0.6719 -0.04 -0.27 -0.08 0.08
H 0.2125 1.5923 -1.0650 0.00 -0.15 -0.21 0.11
H -1.2829 2.0213 1.3552 -0.01 -0.07 0.22 0.12
H 0.2157 1.2702 1.8161 0.29 0.04 -0.04 0.08
H 0.5040 3.6527 1.7989 0.01 0.10 0.02 0.13
H 1.3772 3.1164 0.3892 -0.05 -0.04 -0.26 0.11
H -1.0214 3.6165 -0.5220 0.06 -0.08 -0.11 0.07
H 2.1651 -0.8233 -1.7614 -0.07 0.09 -0.08 0.10
H 2.3116 -1.7675 -0.2964 -0.07 -0.07 0.05 0.12
H 2.8657 1.2004 -0.6063 -0.10 0.11 0.08 0.14
H 3.8416 0.2923 1.9066 0.11 -0.14 -0.11 0.10
H 2.1454 -0.2270 1.9123 0.14 -0.24 0.02 0.06
H 2.5496 1.4459 1.6613 0.09 0.07 0.12 0.07
H -2.6855 -0.8555 -1.3832 -0.15 0.04 -0.04 0.06
H -1.8211 -3.3039 -1.1256 0.11 -0.24 0.18 0.08
C 2.2757 -5.9332 4.1678 0.17 0.05 0.29 -0.07
O 2.3831 -6.2099 2.7574 0.95 -0.66 -2.01 -0.24
P 1.1607 -5.7969 1.8357 -4.03 0.76 2.50 0.43
O 0.9229 -4.3484 1.9076 0.32 0.26 -0.37 -0.24
O -0.0047 -6.5927 2.6532 0.30 0.19 0.04 -0.24
C 0.1572 -7.9362 3.1168 -0.15 0.05 -0.01 -0.11
O 0.6884 -6.2667 0.3833 2.63 -0.54 -0.25 -0.20
C 1.1033 -7.5422 -0.1629 -0.11 -0.13 -0.06 -0.06
H 3.1776 -5.4020 4.4583 0.01 0.01 -0.06 0.10
H 1.4004 -5.3333 4.4001 -0.03 0.04 -0.12 0.09
H 2.2262 -6.8784 4.7039 -0.01 -0.03 -0.07 0.09
H -0.1025 -7.9713 4.1738 -0.02 0.01 0.00 0.09
H 1.1792 -8.2963 2.9939 0.00 0.00 0.00 0.09
H -0.5235 -8.5870 2.5690 0.00 -0.01 -0.01 0.09
H 0.6821 -8.3635 0.4160 -0.01 0.04 0.02 0.08
H 2.1885 -7.6246 -0.1889 0.00 0.03 0.01 0.09
H 0.7232 -7.5942 -1.1780 -0.05 0.09 0.01 0.09
C -1.4957 5.9440 -5.8560 0.04 -0.11 -0.26 -0.08
O -2.0971 5.6732 -4.5761 -0.48 -1.10 1.69 -0.25
P -2.6634 6.9289 -3.7755 1.02 3.87 -1.29 0.40
O -3.7150 7.6087 -4.5193 -0.26 -0.24 0.04 -0.21
O -1.3050 7.8325 -3.7344 -0.15 -0.38 -0.18 -0.23
C -0.0230 7.2797 -3.4557 -0.01 0.18 0.04 -0.13
O -3.0161 7.0234 -2.2165 -0.03 -2.43 -0.22 -0.19
C -2.4025 6.1329 -1.2702 0.09 0.12 0.06 -0.10
H -1.9583 5.2742 -6.5756 -0.05 0.01 0.02 0.10
H -1.6451 6.9749 -6.1652 -0.10 0.02 0.06 0.10
H -0.4300 5.7283 -5.7952 -0.01 0.01 0.07 0.09
H 0.6701 7.5979 -4.2343 0.00 0.02 0.00 0.09
H -0.0389 6.1883 -3.4267 0.01 0.00 0.01 0.08
H 0.3323 7.6602 -2.4971 0.01 -0.01 0.01 0.09
H -1.3287 6.3072 -1.2048 -0.01 -0.01 -0.01 0.07
H -2.5925 5.0918 -1.5413 -0.02 0.02 -0.01 0.08
H -2.8482 6.3274 -0.2993 -0.05 0.07 -0.03 0.10
```
Positions in Å, forces in eV/Å.

Properties
HOMO-LUMO gap: 9.25 eV
LUMO: -2.52 eV
Charge: +1

Entry 3:
Below is C7H9FN2O2 as an isolated structure, with properties calculated with ωB97M-V/def2-TZVPD.

Geometry as XYZ:
```
21
Properties=species:S:1:pos:R:3:forces:R:3:lowdin_charge:R:1
C -1.1259 2.0598 -2.0436 2.80 1.30 -0.91 0.03
C -1.2561 0.2242 1.1879 0.15 0.49 0.36 -0.23
C 0.0451 1.5678 -1.6028 -0.91 -4.06 2.38 -0.20
C 0.4217 -0.0272 -0.3805 0.05 2.24 -2.78 -0.18
C 2.8054 1.9414 0.7836 0.09 2.07 2.95 -0.40
C -1.8762 -0.2841 2.4151 1.70 -1.20 1.83 -0.10
C 1.9725 -1.9056 -0.3075 -1.03 0.89 0.96 0.01
N -0.2555 -0.3859 0.6522 -0.42 -0.83 0.29 0.06
N 1.4118 -0.8357 -0.8782 -1.94 0.06 1.81 -0.03
O 2.7128 2.6668 1.7006 -0.18 -0.65 -1.04 0.19
O 2.9603 1.2155 -0.0760 0.50 -1.17 -1.71 0.21
F 1.2361 1.7722 -2.1443 0.02 0.67 -0.62 0.02
H -0.9760 2.8362 -2.8707 -0.60 -1.11 1.17 0.09
H -2.0826 1.8999 -1.5963 -0.15 -0.28 0.16 0.04
H -1.4357 1.2303 0.9072 -0.49 1.08 -0.56 0.09
H -1.7550 -1.3866 2.3965 -0.22 0.55 0.29 0.08
H -1.2947 0.0904 3.3308 -0.47 -0.48 -1.08 0.10
H -2.8786 -0.0336 2.6719 -0.94 0.34 -0.49 0.05
H 2.6264 -2.5601 -0.7696 1.17 -0.58 -1.28 0.04
H 1.7850 -2.0006 0.7153 -0.53 -0.57 1.27 0.04
H 1.9242 -0.4288 -1.5653 1.40 1.28 -2.98 0.08
```
Positions in Å, forces in eV/Å.

Properties
HOMO-LUMO gap (alpha / beta): 7.29 / 7.26 eV
LUMO (alpha / beta): 0.34 / 0.48 eV
Relative energy (zero: lowest compared OMol25 entry of this formula, charge and spin): 345.3 kJ/mol